{"formula": "C20H24F12N10O8S4Zn", "method": "ωB97M-V with the def2-TZVPD basis set", "lumo_ev": -7.6, "total_charge": 0, "orbital_gap_ev": 2.3, "homo_energy_ev": -9.9, "symbols": ["Zn", "C", "F", "F", "F", "S", "O", "O", "N", "S", "O", "O", "C", "F", "F", "F", "C", "F", "F", "F", "S", "O", "O", "N", "S", "O", "O", "C", "F", "F", "F", "C", "C", "N", "H", "H", "H", "C", "C", "N", "H", "H", "H", "C", "C", "N", "H", "H", "H", "C", "C", "N", "H", "H", "H", "C", "C", "N", "H", "H", "H", "C", "C", "N", "H", "H", "H", "C", "C", "N", "H", "H", "H", "C", "C", "N", "H", "H", "H"], "xyz": [[8.744, 9.805, 9.570], [3.410, 7.470, 9.572], [3.183, 6.294, 10.266], [4.465, 7.367, 8.761], [2.325, 7.892, 8.961], [3.793, 8.865, 10.872], [4.039, 9.993, 9.994], [2.677, 9.010, 11.823], [5.366, 8.349, 11.500], [4.983, 7.511, 12.827], [3.665, 6.879, 12.916], [6.080, 6.604, 13.174], [4.899, 8.952, 14.264], [5.380, 10.125, 13.798], [3.673, 9.120, 14.732], [5.654, 8.541, 15.351], [13.083, 12.408, 12.506], [13.960, 12.475, 13.454], [11.898, 12.793, 12.954], [13.522, 13.216, 11.608], [13.003, 10.533, 11.963], [14.232, 9.873, 12.440], [11.799, 9.998, 12.615], [12.647, 10.623, 10.224], [14.094, 10.344, 9.753], [15.024, 11.381, 10.190], [14.343, 8.888, 9.887], [13.915, 10.640, 7.840], [13.360, 11.773, 7.576], [15.164, 10.514, 7.308], [13.247, 9.596, 7.330], [9.982, 2.850, 5.537], [9.839, 4.058, 6.328], [9.734, 5.052, 6.922], [9.735, 3.005, 4.487], [9.317, 2.167, 6.066], [11.039, 2.601, 5.633], [7.250, 10.726, 2.168], [7.491, 10.833, 3.560], [7.830, 10.899, 4.626], [6.204, 10.419, 2.174], [7.784, 9.943, 1.630], [7.372, 11.683, 1.660], [-2.604, 6.799, 16.409], [-2.350, 7.592, 17.603], [-2.233, 8.315, 18.466], [-1.924, 5.947, 16.394], [-2.274, 7.394, 15.557], [-3.665, 6.625, 16.235], [-0.467, 9.697, 1.952], [-0.455, 10.701, 3.048], [-0.372, 11.550, 3.895], [0.194, 9.908, 1.112], [-1.513, 9.669, 1.647], [-0.096, 8.707, 2.219], [7.528, 17.399, 9.398], [7.757, 16.000, 9.830], [7.907, 14.912, 10.149], [8.145, 17.516, 8.506], [8.023, 17.998, 10.163], [6.491, 17.627, 9.152], [2.294, 16.296, 13.951], [1.578, 16.371, 15.214], [1.025, 16.462, 16.198], [1.628, 16.300, 13.089], [2.914, 15.400, 13.970], [3.008, 17.117, 14.015], [4.540, 3.859, 19.786], [4.605, 2.400, 19.361], [4.659, 1.271, 18.997], [3.976, 4.539, 19.148], [5.514, 4.319, 19.954], [4.021, 3.821, 20.744], [2.659, 11.434, 22.056], [3.988, 12.045, 21.905], [5.037, 12.491, 21.837], [1.805, 12.069, 21.815], [2.456, 11.268, 23.114], [2.754, 10.435, 21.630]], "lowdin_charge": [0.935, -0.603, 0.101, 0.141, 0.169, 0.688, -0.324, -0.294, -0.279, 0.598, -0.298, -0.298, -0.557, 0.103, 0.140, 0.077, -0.714, 0.192, 0.169, 0.188, 0.726, -0.278, -0.320, -0.185, 0.575, -0.237, -0.229, -0.647, 0.196, 0.117, 0.125, -0.069, -0.300, 0.114, 0.086, 0.087, 0.086, -0.073, -0.324, 0.135, 0.087, 0.092, 0.091, -0.074, -0.300, 0.126, 0.082, 0.082, 0.085, -0.086, -0.250, 0.106, 0.076, 0.077, 0.076, -0.062, -0.286, 0.113, 0.078, 0.081, 0.084, -0.071, -0.306, 0.128, 0.085, 0.082, 0.081, -0.074, -0.241, 0.099, 0.075, 0.073, 0.068, -0.074, -0.288, 0.120, 0.084, 0.076, 0.082]}

{"formula": "C5H7NO", "method": "ωB97M-V with the def2-TZVPD basis set", "lumo_ev": [-0.9, -0.9], "total_charge": 0, "orbital_gap_ev": [6.2, 6.2], "homo_energy_ev": [-7.1, -7.1], "symbols": ["O", "C", "N", "C", "C", "C", "C", "H", "H", "H", "H", "H", "H", "H"], "xyz": [[-2.927, -0.571, 0.032], [-2.285, 0.342, 0.500], [-0.867, 0.500, 0.044], [-0.274, -0.680, 0.107], [1.064, -0.871, -0.528], [1.993, 0.251, -0.468], [2.777, 1.163, -0.471], [-2.731, 1.350, 0.613], [-0.367, 1.327, 0.351], [-0.943, -1.530, 0.124], [-1.184, -0.429, 1.964], [1.528, -1.816, -0.242], [0.731, -0.997, -1.572], [3.485, 1.961, -0.454]], "lowdin_charge": [0.018, -0.374, -0.045, -0.156, -0.161, -0.139, 0.128, 0.131, 0.138, 0.096, 0.052, 0.128, 0.150, 0.033]}

{"formula": "C38H49B2N8O2RuS3", "method": "ωB97M-V with the def2-TZVPD basis set", "lumo_ev": [-4.9, -8.8], "total_charge": 2, "orbital_gap_ev": [5.9, 3.6], "spin_multiplicity": 6, "homo_energy_ev": [-10.8, -12.3], "symbols": ["Ru", "C", "C", "C", "C", "N", "N", "B", "N", "N", "C", "C", "C", "C", "C", "S", "C", "C", "C", "C", "N", "N", "C", "C", "C", "C", "C", "S", "C", "C", "C", "C", "C", "S", "C", "C", "C", "C", "H", "H", "H", "H", "H", "H", "H", "H", "H", "H", "H", "H", "H", "H", "H", "H", "H", "H", "H", "H", "H", "H", "H", "H", "H", "H", "H", "H", "H", "H", "H", "H", "H", "H", "H", "H", "H", "H", "H", "N", "C", "C", "C", "C", "C", "N", "H", "H", "H", "H", "H", "H", "O", "B", "O", "C", "C", "C", "C", "C", "C", "H", "H", "H", "H"], "xyz": [[7.498, 0.877, 19.175], [3.506, 3.229, 17.146], [4.258, 3.614, 18.365], [4.167, 4.841, 18.901], [5.035, 5.238, 19.924], [5.804, 4.399, 20.606], [5.714, 3.093, 20.141], [6.436, 1.985, 20.936], [7.604, 2.384, 21.800], [7.362, 2.482, 23.172], [8.276, 2.835, 23.980], [9.575, 3.318, 23.482], [9.853, 3.178, 22.149], [11.126, 3.739, 21.518], [8.863, 2.642, 21.323], [9.278, 2.140, 19.679], [7.977, 2.821, 25.490], [6.421, 2.954, 25.675], [8.439, 1.481, 26.061], [8.733, 3.962, 26.165], [5.666, 0.753, 21.551], [4.476, 1.091, 22.183], [3.661, 0.177, 22.622], [4.003, -1.206, 22.367], [5.149, -1.641, 21.713], [5.336, -3.115, 21.480], [5.982, -0.561, 21.237], [7.497, -0.881, 20.405], [2.341, 0.610, 23.238], [1.935, -0.330, 24.384], [2.496, 2.001, 23.837], [1.325, 0.617, 22.103], [5.062, 2.695, 19.023], [5.585, 1.203, 18.208], [5.030, 6.694, 20.365], [5.894, 7.485, 19.372], [5.742, 6.781, 21.768], [3.641, 7.303, 20.405], [3.056, 4.102, 16.671], [2.656, 2.581, 17.388], [4.123, 2.704, 16.383], [3.499, 5.595, 18.473], [10.280, 3.835, 24.169], [11.983, 3.627, 22.224], [11.005, 4.787, 21.209], [11.440, 3.188, 20.629], [5.811, 2.355, 24.929], [6.039, 3.983, 25.740], [6.096, 2.508, 26.658], [7.715, 0.729, 25.728], [8.558, 1.411, 27.166], [9.423, 1.255, 25.627], [8.742, 4.811, 25.444], [9.820, 3.701, 26.223], [8.244, 4.280, 27.098], [3.444, -1.930, 22.973], [4.597, -3.680, 22.098], [6.362, -3.454, 21.834], [5.156, -3.465, 20.471], [2.821, -0.774, 24.945], [1.300, -1.196, 24.090], [1.334, 0.198, 25.147], [3.076, 2.030, 24.768], [1.477, 2.318, 24.207], [2.821, 2.784, 23.145], [1.385, -0.441, 21.656], [1.670, 1.300, 21.304], [0.254, 0.817, 22.365], [6.959, 7.041, 19.316], [5.975, 8.533, 19.771], [5.598, 7.467, 18.290], [6.825, 6.515, 21.588], [5.288, 6.029, 22.458], [5.757, 7.827, 22.139], [3.228, 7.545, 19.384], [3.721, 8.300, 20.985], [2.899, 6.702, 20.913], [11.842, -4.045, 16.065], [10.657, -4.505, 16.462], [10.470, -5.383, 17.568], [9.206, -5.705, 18.019], [8.102, -5.304, 17.214], [8.268, -4.509, 16.160], [9.564, -3.867, 15.924], [12.689, -4.460, 16.425], [12.030, -3.239, 15.460], [11.350, -5.854, 18.042], [8.990, -6.297, 18.984], [7.106, -5.646, 17.492], [7.450, -4.056, 15.581], [8.356, -2.157, 14.687], [9.591, -2.705, 15.146], [10.705, -1.924, 14.809], [10.168, -0.796, 14.129], [10.809, 0.331, 13.812], [10.005, 1.327, 13.156], [8.647, 1.166, 12.971], [7.989, -0.021, 13.357], [8.758, -0.991, 13.956], [11.952, 0.358, 13.841], [10.500, 2.236, 12.737], [8.089, 1.953, 12.499], [6.917, -0.160, 13.232]], "mulliken_spin": [2.518, 0.007, -0.047, 0.027, -0.013, 0.003, 0.156, -0.492, 0.040, 0.017, -0.005, 0.026, -0.021, -0.002, 0.077, 0.085, 0.001, -0.001, 0.000, 0.000, 0.055, 0.019, -0.007, 0.035, -0.055, -0.007, 0.145, 0.231, 0.000, 0.000, 0.002, -0.001, 0.119, 0.079, 0.002, -0.001, -0.001, 0.000, 0.001, 0.001, -0.003, 0.003, 0.002, -0.001, 0.000, -0.004, 0.001, 0.000, 0.000, 0.001, 0.000, 0.000, 0.000, 0.000, 0.000, 0.003, -0.001, -0.002, 0.004, 0.000, 0.000, 0.000, 0.000, 0.000, -0.001, 0.000, 0.001, 0.000, 0.000, 0.000, 0.001, 0.000, 0.000, 0.000, 0.000, 0.000, 0.000, 0.318, 0.233, 0.337, 0.403, 0.044, 0.504, 0.108, -0.016, -0.022, 0.007, 0.018, 0.005, 0.049, 0.010, -0.022, 0.018, 0.001, 0.002, 0.000, 0.002, -0.001, 0.003, 0.000, 0.000, 0.000, 0.000]}

{"formula": "C14H21CrF6N3O6S2Si", "method": "ωB97M-V with the def2-TZVPD basis set", "lumo_ev": [0.3, 0.2], "total_charge": 0, "orbital_gap_ev": [8.7, 8.6], "spin_multiplicity": 5, "homo_energy_ev": [-8.4, -8.3], "symbols": ["Cr", "F", "C", "F", "F", "S", "O", "O", "N", "S", "O", "O", "C", "F", "F", "F", "C", "C", "N", "O", "H", "H", "H", "H", "H", "C", "Si", "C", "C", "C", "C", "C", "C", "C", "H", "H", "H", "H", "H", "H", "H", "H", "H", "H", "H", "C", "C", "N", "O", "H", "H", "H", "H", "H"], "xyz": [[-0.700, 1.577, 0.159], [-1.545, 4.478, -1.322], [-2.641, 3.716, -1.354], [-3.601, 4.373, -1.982], [-2.361, 2.599, -2.036], [-3.221, 3.338, 0.386], [-2.030, 3.014, 1.187], [-3.950, 4.524, 0.656], [-4.113, 2.059, 0.167], [-3.497, 0.664, 0.612], [-2.306, 0.301, -0.192], [-3.395, 0.448, 2.020], [-4.819, -0.427, -0.051], [-4.748, -0.442, -1.380], [-4.614, -1.641, 0.428], [-5.998, 0.019, 0.343], [2.068, 0.224, 0.048], [0.732, 0.306, -0.676], [1.009, 0.760, -2.050], [0.200, -1.054, -0.785], [2.691, -0.559, -0.405], [1.933, -0.028, 1.105], [2.597, 1.176, -0.005], [1.703, 0.145, -2.474], [0.167, 0.651, -2.605], [-1.301, -3.363, -0.331], [0.028, -2.248, 0.339], [-0.382, -1.558, 2.035], [1.611, -3.245, 0.452], [2.013, -3.855, 1.644], [3.145, -4.660, 1.699], [3.899, -4.873, 0.552], [3.516, -4.276, -0.646], [2.384, -3.473, -0.690], [-1.745, -3.982, 0.458], [-0.893, -4.033, -1.093], [-2.093, -2.762, -0.789], [-1.299, -1.993, 2.445], [-0.552, -0.481, 1.960], [0.423, -1.706, 2.761], [1.432, -3.701, 2.552], [3.442, -5.118, 2.635], [4.778, -5.505, 0.588], [4.104, -4.438, -1.543], [2.098, -3.009, -1.633], [1.802, 5.124, 0.290], [1.438, 3.762, -0.219], [1.981, 3.346, -1.346], [0.624, 3.075, 0.419], [2.861, 5.340, 0.141], [1.550, 5.198, 1.344], [1.215, 5.864, -0.261], [2.632, 3.935, -1.834], [1.726, 2.417, -1.719]], "mulliken_spin": [4.240, 0.009, 0.009, 0.000, -0.002, 0.033, 0.051, 0.000, -0.002, -0.014, -0.087, 0.006, 0.000, 0.000, 0.000, 0.000, 0.016, -0.279, 0.062, 0.011, 0.004, -0.002, 0.003, -0.007, 0.024, 0.001, 0.004, -0.002, 0.000, -0.001, 0.000, 0.000, 0.000, -0.002, 0.000, 0.000, 0.000, -0.001, 0.012, 0.004, 0.000, 0.000, 0.000, 0.000, -0.001, 0.000, -0.018, 0.017, -0.110, 0.001, 0.000, 0.001, -0.001, 0.021]}